Computed, not measured: C25H32F3IN4O4PdSi as an isolated structure, with the ωB97M-V functional and the def2-TZVPD basis.

The geometry in XYZ format:
```
71
Properties=species:S:1:pos:R:3:forces:R:3
Pd -0.302 0.145 -0.117 0.1 0.1 0.2
C -2.730 6.724 2.477 0.0 0.0 0.0
C -1.670 5.972 3.272 -0.1 -0.1 -0.1
N -1.525 4.587 2.853 0.1 0.0 0.1
C -0.587 4.290 1.900 -0.1 0.1 0.1
C -0.317 3.035 1.489 0.0 -0.1 -0.1
C 0.718 2.915 0.397 0.1 -0.3 -0.1
O 1.573 3.783 0.293 0.0 0.1 0.0
O 0.657 1.906 -0.420 -0.1 0.2 0.1
C -1.001 1.931 2.115 0.2 -0.3 -0.1
O -0.733 0.691 1.866 -0.1 0.1 0.1
C -1.996 2.235 3.068 -0.1 0.1 0.2
C -2.740 1.188 3.687 0.0 0.0 0.0
C -3.730 1.497 4.587 0.2 -0.1 -0.1
F -4.398 0.471 5.190 0.0 0.0 0.0
C -4.079 2.793 4.900 -0.1 0.2 -0.1
C -3.337 3.854 4.295 0.0 0.0 0.0
C -2.295 3.581 3.423 -0.1 0.0 0.0
N -5.126 3.161 5.803 0.1 0.0 0.1
C -4.707 3.704 7.090 -0.1 -0.1 0.0
C -5.754 4.763 7.504 0.0 -0.1 0.0
N -6.953 4.512 6.634 0.1 -0.1 0.1
C -7.356 3.069 6.720 0.0 0.0 0.0
C -6.252 2.264 5.988 0.0 0.1 -0.1
H -2.803 7.760 2.816 0.0 0.0 0.0
H -3.707 6.249 2.582 0.0 0.0 0.0
H -2.473 6.729 1.415 0.0 0.0 0.1
H -1.901 5.980 4.337 0.0 0.0 0.0
H -0.701 6.454 3.155 0.0 0.0 0.0
H -0.044 5.125 1.476 0.0 0.0 0.0
H -2.513 0.161 3.440 0.0 0.1 0.0
H -3.645 4.874 4.494 0.0 -0.1 0.0
H -3.730 4.166 6.983 0.0 0.0 0.0
H -4.630 2.922 7.857 0.0 0.0 0.0
H -5.422 5.780 7.308 0.0 0.0 0.0
H -6.065 4.677 8.543 0.0 0.0 0.0
H -6.585 4.622 5.678 0.0 0.0 -0.1
H -7.715 5.156 6.819 0.0 0.0 0.0
H -8.336 2.950 6.263 0.0 0.0 0.0
H -7.427 2.822 7.777 0.0 0.0 0.0
H -6.596 1.933 5.010 0.0 0.0 0.0
H -6.011 1.377 6.578 0.0 0.0 0.0
F 1.021 0.052 -2.564 0.0 0.1 -0.1
C -0.176 -0.280 -2.026 -0.1 0.3 -0.2
F -1.130 0.502 -2.615 0.1 0.0 -0.1
H -0.389 -1.318 -2.264 -0.1 -0.2 0.2
I 3.108 -4.642 1.140 0.0 0.0 0.0
C 3.042 -2.608 0.697 -0.1 -0.1 0.0
C 4.203 -1.860 0.606 0.1 0.0 0.0
C 4.097 -0.515 0.304 0.0 0.1 0.0
C 2.842 0.041 0.108 0.2 0.1 0.0
N 1.742 -0.695 0.207 -0.2 -0.2 0.0
C 1.819 -1.993 0.489 0.1 0.0 0.0
H 5.169 -2.320 0.765 0.0 0.0 0.0
H 4.978 0.106 0.217 0.0 0.0 0.0
H 2.694 1.084 -0.145 0.0 0.0 0.0
H 0.881 -2.529 0.545 0.1 0.0 0.0
C -0.830 -3.086 2.407 0.2 -0.1 0.2
Si -1.985 -2.622 1.003 0.0 0.2 0.1
C -3.599 -2.062 1.789 -0.2 0.1 0.0
C -2.336 -4.187 0.040 -0.1 -0.2 -0.2
O -1.360 -1.527 0.004 0.1 -0.2 -0.3
H -1.400 -3.562 3.214 0.1 0.0 0.0
H -0.341 -2.197 2.825 -0.1 -0.1 0.0
H -0.051 -3.791 2.093 -0.1 0.1 0.1
H -4.348 -2.861 1.747 0.0 0.1 0.0
H -4.005 -1.189 1.269 0.0 -0.1 0.0
H -3.461 -1.791 2.841 0.0 0.0 -0.1
H -2.819 -4.940 0.674 0.1 0.1 -0.1
H -1.412 -4.621 -0.358 -0.1 0.0 0.0
H -3.000 -3.976 -0.804 0.1 0.0 0.1
```
Forces are in eV/Å.

Properties
* net charge: 0
* lowest unoccupied orbital energy (alpha / beta): -1.10 / -1.12 eV
* gap between HOMO and LUMO (alpha / beta): 3.214 / 6.203 eV
* ΔE to the lowest compared entry with this formula, charge and spin: 0.0000 eV
* electronic energy: -68203.6676 eV
* 2S+1: 3

Atom charges from the Löwdin analysis, given in e for atoms 1 to 5: 1.20, -0.07, -0.21, -0.04, 0.00

***

Computed, not measured: C25H32FO2Ru as an isolated structure in a non-equilibrium geometry, with the ωB97M-V functional and the def2-TZVPD basis.

The geometry in XYZ format:
```
61
Properties=species:S:1:pos:R:3:forces:R:3
O -0.747 -0.649 -2.456 -0.2 1.3 -2.1
C -0.996 0.542 -3.355 -0.2 0.5 0.7
C -0.548 -0.153 -4.612 -0.1 -0.3 0.5
H -0.389 1.428 -3.115 -0.3 -0.5 0.2
H -2.062 0.813 -3.382 0.3 -0.1 0.4
C -0.383 -1.374 -3.677 0.0 -0.5 -1.0
H 0.401 0.185 -5.035 -0.3 0.1 0.0
H -1.342 -0.183 -5.357 0.2 -0.3 -0.1
C 1.062 -1.822 -3.680 0.1 -0.3 0.1
H 1.708 -1.003 -3.326 -0.2 -0.3 -0.1
H 1.352 -2.056 -4.715 -0.1 0.0 0.3
H 1.212 -2.722 -3.074 0.1 0.1 0.1
C -1.406 -2.455 -3.971 0.1 -0.2 0.1
H -2.412 -2.027 -3.980 0.1 0.0 0.0
H -1.380 -3.248 -3.219 0.0 0.0 0.0
H -1.217 -2.902 -4.952 0.0 0.0 0.1
Ru -0.604 -0.873 1.557 2.8 4.9 -0.2
C -2.473 -1.149 2.750 -1.8 0.3 0.1
C -2.771 0.183 3.203 0.0 -0.9 0.0
C -2.848 1.022 2.093 0.1 0.2 -0.9
H -2.964 0.473 4.239 0.3 -0.1 -0.4
C -2.568 0.267 0.901 -1.5 0.1 0.8
C -2.523 -1.135 1.283 -2.6 0.2 0.3
H -2.736 -1.990 0.659 -0.1 0.1 -0.1
H -2.502 -2.045 3.372 0.0 0.3 -0.3
H -3.131 2.073 2.117 0.4 -0.2 0.0
H -2.606 0.659 -0.119 0.1 -0.3 0.4
C 0.369 -2.519 2.648 0.8 -1.8 -0.6
C -0.416 -2.942 1.492 1.2 -1.4 0.2
C 0.311 -2.525 0.317 1.0 -0.9 0.4
H -1.294 -3.582 1.487 0.1 0.4 0.1
C 1.591 -2.022 0.747 -0.2 -0.6 0.0
C 1.629 -2.037 2.154 0.1 -0.7 0.2
H 2.480 -1.764 2.776 -0.4 0.2 -0.2
H 0.125 -2.683 3.694 0.0 -0.1 -0.3
H -0.026 -2.635 -0.713 0.1 0.0 0.3
H 2.400 -1.703 0.095 -0.3 0.0 0.2
O 2.277 1.530 -2.078 -1.5 0.4 1.3
C 1.654 0.707 -1.045 0.1 0.1 -0.2
C 0.303 1.391 -0.703 -0.3 -0.7 -0.5
H 2.328 0.579 -0.165 -0.3 0.4 -0.5
H 1.493 -0.299 -1.457 0.0 0.4 0.1
C 0.456 2.864 -1.099 -0.1 -0.5 0.1
H -0.047 1.243 0.320 0.2 0.1 -0.1
H -0.476 0.933 -1.307 0.4 0.1 0.4
C 1.822 2.889 -1.781 1.0 -0.1 -0.1
H 0.415 3.501 -0.214 0.2 0.1 -0.1
H -0.358 3.163 -1.766 0.2 0.0 0.1
H 2.538 3.351 -1.081 0.0 -0.1 -0.3
H 1.835 3.431 -2.727 0.1 0.0 0.1
F 2.104 3.555 5.128 -0.5 -0.4 -0.4
C 1.565 2.584 4.317 0.0 0.3 0.2
C 1.611 2.781 2.935 0.4 -0.6 0.5
C 1.227 1.697 2.138 0.0 0.8 0.6
C 0.562 0.611 2.698 0.4 -0.8 -0.9
C 0.565 0.417 4.069 0.0 0.9 0.5
C 1.058 1.425 4.911 0.3 0.1 -0.3
H 2.012 3.691 2.479 0.1 -0.3 0.4
H 1.499 1.736 1.085 -0.4 0.2 0.7
H 0.194 -0.516 4.501 -0.1 0.4 0.0
H 1.071 1.291 5.995 0.1 0.2 -0.3
```
Forces are in eV/Å.

Properties
* net charge: 0
* lowest unoccupied orbital energy (alpha / beta): 0.64 / -1.52 eV
* gap between HOMO and LUMO (alpha / beta): 6.760 / 6.479 eV
* ΔE to the lowest compared entry with this formula, charge and spin: 0.1367 eV
* electronic energy: -35829.3734 eV
* 2S+1: 6

Atom charges from the Löwdin analysis, given in e for atoms 1 to 5: -0.13, -0.13, -0.08, 0.10, 0.13

***

Computed, not measured: C25H32GeN5PtSe as an isolated structure in a non-equilibrium geometry, with the ωB97M-V functional and the def2-TZVPD basis.

The geometry in XYZ format:
```
65
Properties=species:S:1:pos:R:3:forces:R:3
Pt 0.144 -0.247 0.079 0.1 -0.6 -1.0
C 4.079 -2.652 5.233 -0.1 0.0 -0.1
C 3.039 -1.967 4.387 0.0 0.0 0.1
C 1.697 -1.919 4.769 0.0 0.0 0.0
C 0.745 -1.315 3.974 -0.1 -0.2 0.0
C 1.082 -0.698 2.767 -0.4 -0.1 0.0
N 0.075 -0.114 1.984 -0.1 -0.1 0.8
C -0.900 0.700 2.571 0.5 0.2 0.1
C -0.558 1.511 3.658 0.1 0.2 0.0
C -1.483 2.319 4.286 0.0 0.0 0.0
C -2.802 2.390 3.837 0.0 0.0 0.1
C -3.820 3.280 4.498 0.1 0.0 0.0
C -3.133 1.633 2.730 -0.1 -0.1 0.0
C -2.208 0.798 2.114 -0.3 -0.2 0.0
N -2.659 -0.002 1.024 -0.1 0.1 0.2
C -3.901 -0.470 0.803 -0.1 -0.1 -0.1
C -3.904 -1.107 -0.420 0.0 0.0 0.0
C -2.598 -0.992 -0.885 -0.1 0.0 0.0
N -1.860 -0.316 -0.004 0.0 -0.2 -0.1
C 2.418 -0.741 2.398 0.2 0.2 0.0
C 3.374 -1.382 3.180 0.1 0.0 0.0
N 2.855 -0.100 1.202 0.0 -0.2 0.2
C 4.039 0.485 0.975 0.1 0.1 -0.1
C 4.135 0.744 -0.378 0.0 0.0 0.0
C 2.937 0.285 -0.912 0.0 -0.1 0.0
N 2.169 -0.233 0.052 0.0 0.3 -0.1
H 3.729 -2.774 6.256 0.0 0.0 0.0
H 5.006 -2.080 5.255 0.0 0.0 0.0
H 4.310 -3.643 4.839 0.0 0.0 0.0
H 1.391 -2.385 5.698 0.0 0.0 0.0
H -0.296 -1.324 4.271 0.0 0.0 0.0
H 0.469 1.495 3.999 0.0 0.0 0.0
H -1.171 2.924 5.129 0.0 0.0 0.0
H -3.522 3.525 5.516 0.0 0.0 0.0
H -4.797 2.799 4.535 0.0 0.0 0.0
H -3.935 4.216 3.948 0.0 0.0 0.0
H -4.137 1.700 2.329 0.0 0.0 0.0
H -4.685 -0.340 1.527 0.0 0.0 0.0
H -4.731 -1.598 -0.899 0.0 0.0 0.0
H -2.162 -1.352 -1.803 0.0 -0.1 0.0
H 4.399 -1.422 2.831 0.0 0.0 0.0
H 4.719 0.693 1.783 0.0 -0.1 0.0
H 4.951 1.210 -0.899 0.0 0.0 0.0
H 2.605 0.275 -1.937 -0.1 0.1 0.0
C -1.974 7.273 -0.220 -0.1 0.1 0.0
Ge -1.928 5.334 -0.305 0.2 -0.2 0.0
C -3.072 4.490 1.022 -0.1 0.0 0.0
C -2.415 4.671 -2.070 -0.1 0.0 -0.1
C -0.098 4.781 0.171 0.1 0.0 0.0
Se 0.238 2.850 0.107 -0.1 0.4 -0.1
C 0.644 2.758 -1.804 0.1 0.0 0.1
H -2.976 7.644 -0.440 0.0 0.0 0.0
H -1.285 7.705 -0.946 0.0 0.0 0.0
H -1.692 7.622 0.773 0.0 0.0 0.0
H -4.122 4.745 0.871 0.0 0.0 0.0
H -2.784 4.792 2.031 0.0 0.0 0.0
H -2.960 3.408 0.944 0.0 0.1 0.0
H -3.433 4.979 -2.311 0.0 0.0 0.0
H -2.382 3.580 -2.085 0.0 0.0 0.0
H -1.756 5.060 -2.847 0.0 0.0 0.0
H 0.082 5.069 1.209 0.0 0.0 0.0
H 0.664 5.269 -0.438 0.0 0.0 0.0
H 0.030 3.478 -2.334 -0.1 0.0 0.0
H 0.405 1.759 -2.169 0.0 0.0 0.0
H 1.696 2.969 -1.978 0.0 0.0 0.0
```
Forces are in eV/Å.

Properties
* net charge: +1
* lowest unoccupied orbital energy: -3.99 eV
* gap between HOMO and LUMO: 6.142 eV
* ΔE to the lowest compared entry with this formula, charge and spin: 1.7641 eV
* electronic energy: -158997.2428 eV

Atom charges from the Löwdin analysis, given in e for atoms 1 to 5: 1.08, -0.04, -0.26, -0.02, 0.00